(1)
64
Properties=species:S:1:pos:R:3:forces:R:3:nbo_charge:R:1 method="wB97M-V/def2-TZVPD" energy_ev=-60080.857 de_lowest_kj_mol=173.3 homo_energy_ev="-0.517 / -0.451" charge=-2
Mo 0.3517 -0.0082 0.3624 -0.807 -1.283 0.263 1.05
O 0.4389 4.1045 0.5985 -0.078 0.406 0.201 -0.74
C -0.5025 4.5439 1.5626 0.056 -0.100 -0.176 -0.07
C -0.3300 3.8586 2.9055 0.005 -0.159 0.109 -0.22
N -0.5622 2.4335 2.8752 0.111 0.392 0.334 -0.45
C -1.9245 2.0497 2.6389 0.186 -0.216 -0.334 -0.34
C -2.2395 1.9657 1.1305 0.142 -0.156 -0.204 0.80
O -3.3446 2.3449 0.7388 0.091 -0.045 -0.004 -0.71
O -1.2972 1.4964 0.3892 -0.141 0.378 0.374 -0.79
C 0.2628 1.6674 3.7752 -0.134 -0.163 -0.346 -0.33
C 1.5570 1.2140 3.0984 -0.318 -0.032 -0.629 0.82
O 2.6115 1.2167 3.6996 0.342 -0.013 0.164 -0.66
O 1.3853 0.8203 1.8664 0.504 0.803 0.537 -0.75
H 0.2595 3.1673 0.4747 -0.107 -0.440 -0.075 0.49
H -0.3411 5.6147 1.7033 0.023 0.074 -0.037 0.15
H -1.5272 4.4054 1.1999 -0.008 0.012 -0.033 0.18
H 0.6938 4.0287 3.2452 0.021 0.019 0.006 0.20
H -1.0170 4.3616 3.6169 0.011 0.026 0.091 0.14
H -2.0903 1.0410 3.0194 0.023 -0.064 0.092 0.23
H -2.6375 2.7294 3.1210 -0.134 0.060 -0.022 0.17
H 0.4932 2.1970 4.7043 0.096 0.032 0.077 0.17
H -0.2390 0.7309 4.0182 -0.153 -0.077 0.075 0.24
C 0.8969 -3.2911 3.8124 -0.031 0.067 -0.174 -0.64
C 0.9308 -2.5043 2.5136 -0.044 -0.311 0.280 -0.22
S -0.5571 -1.6261 2.1271 0.309 0.777 -0.965 -0.26
C 2.0262 -2.5218 1.7449 0.065 -0.054 -0.129 -0.17
C 3.2287 -3.3522 2.1436 -0.074 0.053 -0.025 -0.64
S 2.1956 -1.6246 0.2365 0.089 0.068 0.124 -0.24
H -0.0932 -3.2316 4.2661 0.017 -0.005 0.002 0.21
H 1.6229 -2.8905 4.5309 -0.036 -0.034 -0.009 0.20
H 1.1387 -4.3510 3.6572 -0.017 0.069 0.024 0.19
H 2.9678 -4.4138 2.2403 0.033 0.035 0.016 0.19
H 3.6431 -3.0251 3.1056 -0.032 -0.012 -0.060 0.20
H 4.0112 -3.2596 1.3903 -0.008 -0.001 0.025 0.22
C -2.8842 -1.8017 -1.1063 -0.014 -0.071 -0.121 -0.60
C -1.9368 -2.6102 -2.0043 0.161 0.109 0.208 -0.22
C -1.0037 -3.5216 -1.1918 -0.047 0.047 -0.082 -0.61
C -1.1698 -1.7520 -3.0008 -0.026 -0.075 0.027 -0.01
C -1.3140 -2.0661 -4.3495 0.009 0.039 0.012 -0.22
C -0.6819 -1.3469 -5.3524 0.004 -0.006 0.099 -0.27
C 0.0987 -0.2618 -4.9872 0.029 0.010 0.037 -0.22
C 0.2856 0.0972 -3.6562 0.059 0.095 -0.022 -0.02
C 1.0986 1.3567 -3.3768 -0.064 -0.052 0.268 -0.23
C 0.2425 2.4417 -2.6987 0.172 -0.065 -0.063 -0.60
C 2.4111 1.1064 -2.6195 -0.074 0.038 -0.235 -0.59
C -0.3211 -0.6747 -2.6294 0.090 0.214 0.145 0.14
N -0.1018 -0.3595 -1.3092 -0.192 -0.380 0.000 -0.60
H -3.4382 -2.4769 -0.4459 0.023 0.024 -0.050 0.19
H -3.6011 -1.2357 -1.7099 0.037 -0.044 0.022 0.19
H -2.3444 -1.0951 -0.4849 0.058 0.056 0.063 0.25
H -2.5673 -3.2623 -2.6157 -0.054 -0.068 -0.064 0.17
H -0.3027 -2.9455 -0.5923 0.035 0.051 0.037 0.26
H -0.4235 -4.1664 -1.8604 -0.042 0.020 0.023 0.19
H -1.5851 -4.1513 -0.5103 0.008 0.025 -0.042 0.19
H -1.9502 -2.9052 -4.6164 -0.001 0.006 0.025 0.19
H -0.8045 -1.6201 -6.3948 -0.010 0.016 0.021 0.19
H 0.5792 0.3359 -5.7565 0.003 0.009 0.016 0.19
H 1.3830 1.7395 -4.3603 0.016 0.048 -0.107 0.18
H -0.2060 2.0770 -1.7753 -0.047 -0.003 0.004 0.24
H -0.5704 2.7532 -3.3599 0.006 -0.006 0.030 0.20
H 0.8506 3.3199 -2.4558 -0.037 -0.052 -0.046 0.20
H 2.2373 0.7752 -1.6029 -0.039 -0.097 0.238 0.22
H 3.0015 2.0278 -2.5778 -0.037 -0.041 -0.023 0.19
H 3.0056 0.3308 -3.1111 -0.026 0.046 0.008 0.20

(2)
61
Properties=species:S:1:pos:R:3:forces:R:3:nbo_charge:R:1 method="wB97M-V/def2-TZVPD" energy_ev=-36551.651 de_lowest_kj_mol=205.3 homo_energy_ev=-8.762
C -9.3269 -0.7176 -1.8301 -0.091 0.031 -0.034 -0.25
O -8.0985 -0.8588 -1.1628 0.271 -0.092 0.111 -0.54
C -8.2445 -0.8992 0.2376 -0.210 -0.106 0.125 -0.15
C -6.9101 -1.1687 0.9310 -0.394 0.028 -0.165 0.66
O -6.8138 -2.0559 1.7589 -0.182 -0.249 0.189 -0.62
N -5.8786 -0.3637 0.6142 0.334 0.099 0.021 -0.43
C -5.9258 0.7070 -0.3610 -0.062 0.321 -0.369 -0.21
C -4.7745 1.6792 -0.1345 0.163 -0.118 -0.062 -0.42
C -3.4117 0.9970 -0.3132 -0.268 -0.290 -0.277 0.10
O -2.5034 1.7451 0.4796 0.120 0.174 0.149 -0.50
C -1.1637 1.6049 0.3118 0.253 0.053 0.036 0.31
C -0.5427 0.7684 -0.6116 -0.425 -0.040 -0.031 -0.27
C 0.8388 0.7176 -0.6832 0.233 0.144 0.186 -0.18
C 1.6279 1.4940 0.1554 -0.248 0.095 -0.045 -0.18
C 3.1173 1.4950 0.1146 -0.058 -0.208 -0.086 0.67
O 3.7759 2.4760 0.4047 0.061 0.267 0.154 -0.63
N 3.6832 0.3200 -0.2554 0.070 -0.251 -0.107 -0.61
C 5.1151 0.1310 -0.3279 0.129 -0.061 -0.112 -0.07
C 5.5518 -0.2807 -1.7345 0.364 0.090 0.316 -0.43
C 7.0626 -0.5171 -1.7301 -0.208 0.100 -0.350 -0.06
O 7.4411 -1.4979 -0.7963 0.044 -0.179 0.158 -0.54
C 7.0848 -1.2224 0.5566 -0.106 -0.213 0.550 0.27
C 7.4212 -2.5074 1.3186 -0.066 0.333 -0.323 -0.61
C 7.9081 -0.0637 1.1352 -0.152 -0.212 -0.317 -0.65
C 5.5742 -0.9370 0.6679 0.268 0.190 -0.224 -0.43
C 1.0000 2.3488 1.0608 0.052 -0.085 -0.090 -0.15
C -0.3713 2.3987 1.1465 -0.167 -0.088 -0.065 -0.25
C -3.4914 -0.4719 0.1411 -0.020 0.286 0.176 -0.45
C -4.5771 -0.6469 1.1935 0.262 -0.329 0.132 -0.23
H -9.9993 -1.5546 -1.6081 0.013 0.022 -0.015 0.17
H -9.8266 0.2183 -1.5494 0.003 -0.024 -0.025 0.16
H -9.1024 -0.7045 -2.8947 -0.094 0.009 -0.001 0.20
H -8.6620 0.0517 0.6131 0.030 -0.074 -0.035 0.17
H -8.9271 -1.7082 0.5331 0.164 0.128 0.015 0.20
H -6.8723 1.2431 -0.2656 0.068 -0.042 -0.113 0.21
H -5.8763 0.2968 -1.3764 -0.068 0.123 0.051 0.20
H -4.8645 2.5188 -0.8234 -0.023 0.022 0.040 0.22
H -4.8184 2.0762 0.8805 -0.005 0.030 0.022 0.22
H -3.1055 1.0480 -1.3673 -0.012 0.037 0.139 0.18
H -1.1206 0.1538 -1.2840 -0.082 -0.040 -0.035 0.21
H 1.2910 0.0802 -1.4299 0.043 -0.050 -0.059 0.21
H 3.1013 -0.4866 -0.4132 -0.052 0.092 0.087 0.39
H 5.5463 1.1047 -0.0741 -0.024 -0.162 -0.051 0.24
H 5.2981 0.4949 -2.4575 -0.043 0.022 -0.030 0.22
H 5.0441 -1.2064 -2.0166 -0.040 -0.042 -0.052 0.20
H 7.3954 -0.9038 -2.6967 -0.007 0.151 0.059 0.20
H 7.5830 0.4314 -1.5380 -0.003 -0.043 -0.037 0.16
H 6.9145 -3.3516 0.8590 -0.085 -0.091 -0.033 0.21
H 8.4913 -2.6884 1.2754 0.148 -0.033 0.036 0.22
H 7.1126 -2.4251 2.3567 -0.024 0.004 0.141 0.21
H 7.6170 0.8933 0.7125 0.016 0.156 0.001 0.21
H 7.7671 -0.0176 2.2113 -0.025 0.044 0.122 0.22
H 8.9622 -0.2306 0.9259 0.103 -0.012 0.000 0.22
H 5.3383 -0.6231 1.6853 -0.042 -0.020 0.049 0.22
H 5.0315 -1.8629 0.4575 -0.032 -0.063 0.023 0.20
H 1.6159 2.9696 1.6932 0.049 0.071 0.048 0.24
H -0.8650 3.0514 1.8488 -0.055 0.076 0.093 0.22
H -3.7129 -1.1125 -0.7138 0.038 -0.053 -0.031 0.21
H -2.5315 -0.7766 0.5597 0.013 -0.040 -0.080 0.23
H -4.3865 0.0196 2.0421 0.017 -0.101 0.019 0.19
H -4.6064 -1.6729 1.5672 0.043 0.213 0.005 0.25

(3)
63
Properties=species:S:1:pos:R:3:forces:R:3:nbo_charge:R:1 method="wB97M-V/def2-TZVPD" energy_ev=-48870.425 de_lowest_kj_mol=8.6 homo_energy_ev=-10.789 charge=+1
C -0.5634 -4.7311 -1.1432 -0.479 -0.265 -0.228 -0.24
O 0.7651 -4.3818 -0.7979 0.272 0.127 0.258 -0.49
C 1.0630 -3.2345 -0.1562 -0.019 0.215 0.000 0.29
C 2.4289 -2.9858 -0.0489 -0.108 0.085 0.110 -0.23
C 2.9226 -1.8508 0.5759 -0.101 0.022 -0.064 -0.10
C 4.4004 -1.6029 0.6934 -0.395 -0.519 0.342 -0.23
N 4.7593 -0.4121 -0.1559 -0.145 0.098 -0.296 -0.57
C 5.4595 0.7152 0.5081 0.399 0.603 0.203 -0.21
C 5.1451 2.0178 -0.2393 -0.180 -0.075 0.030 -0.45
C 3.6484 2.1925 -0.2875 0.050 0.007 -0.224 -0.04
C 2.9208 1.6409 -1.3429 -0.067 0.386 0.100 -0.21
C 1.5342 1.6605 -1.3271 0.078 -0.095 -0.114 -0.19
C 0.8779 2.2338 -0.2589 -0.483 -0.077 -0.217 -0.31
S -0.9152 2.2140 -0.1829 0.213 -0.157 -0.439 2.32
N -1.2988 1.5847 -1.6580 0.226 0.351 0.760 -1.10
O -1.2638 1.2916 0.8682 0.058 0.019 -0.217 -0.96
O -1.3799 3.5621 -0.0747 0.118 0.087 -0.215 -0.92
C 1.5819 2.8139 0.7798 0.052 0.056 0.174 -0.15
C 2.9668 2.7856 0.7704 -0.154 -0.054 -0.053 -0.22
C 2.0251 -0.9011 1.0446 0.075 -0.221 0.024 -0.26
C 0.6639 -1.1244 0.9469 -0.113 -0.063 -0.046 -0.23
C 0.1558 -2.2985 0.4020 0.344 -0.141 -0.007 0.26
O -1.1562 -2.6340 0.4125 -0.033 0.022 -0.109 -0.48
C -2.1153 -1.8668 1.0998 -0.033 -0.005 -0.054 -0.16
C -2.8817 -0.9082 0.1682 0.058 -0.415 0.534 0.70
O -2.5713 -0.7710 -1.0029 0.008 -0.141 -0.364 -0.68
N -3.9165 -0.3345 0.7857 -0.108 0.092 0.282 -0.60
C -4.9999 0.4689 0.1997 -0.231 0.049 -0.323 0.13
C -5.8968 -0.4611 -0.6230 0.134 0.135 0.117 -0.62
C -5.7749 1.0714 1.3697 0.181 -0.081 -0.162 -0.61
C -4.4444 1.5851 -0.6836 -0.019 -0.146 0.108 -0.62
H -1.0651 -3.9259 -1.6810 0.042 -0.050 0.021 0.19
H -0.4626 -5.5999 -1.7928 -0.027 0.076 0.047 0.20
H -1.1475 -5.0020 -0.2627 0.055 0.021 -0.091 0.19
H 3.0935 -3.7346 -0.4498 0.094 -0.138 -0.082 0.23
H 4.9699 -2.4737 0.3715 0.078 0.156 -0.049 0.24
H 4.6687 -1.3766 1.7264 0.115 0.101 -0.139 0.23
H 3.8535 -0.0126 -0.4950 0.380 -0.356 0.066 0.49
H 5.2863 -0.7106 -0.9805 -0.142 0.065 0.087 0.43
H 5.0817 0.7920 1.5292 -0.007 -0.157 -0.088 0.22
H 6.5321 0.5215 0.5431 -0.097 -0.136 0.008 0.24
H 5.5615 1.9860 -1.2471 0.053 0.033 -0.024 0.23
H 5.6129 2.8451 0.2924 0.087 -0.040 -0.004 0.25
H 3.4322 1.2472 -2.2120 0.074 -0.068 -0.081 0.21
H 0.9582 1.2370 -2.1328 0.012 -0.042 -0.105 0.26
H -1.8390 2.2303 -2.2093 -0.064 0.318 -0.078 0.42
H -1.7547 0.6734 -1.5832 -0.050 -0.226 0.152 0.45
H 1.0362 3.2775 1.5856 0.008 0.114 0.186 0.25
H 3.5213 3.2305 1.5829 0.048 0.075 0.120 0.23
H 2.3699 0.0077 1.5153 0.052 0.183 0.093 0.21
H -0.0090 -0.3567 1.2908 -0.060 -0.028 0.077 0.25
H -1.6844 -1.3060 1.9337 -0.036 -0.062 -0.011 0.21
H -2.8306 -2.5992 1.4921 0.100 0.183 0.012 0.22
H -4.0243 -0.5217 1.7706 0.079 -0.096 -0.010 0.40
H -5.3158 -0.9403 -1.4069 0.036 -0.042 -0.104 0.22
H -6.3321 -1.2321 0.0088 -0.063 -0.070 0.067 0.21
H -6.7009 0.1058 -1.0827 -0.123 0.061 -0.078 0.22
H -6.6138 1.6537 0.9997 -0.074 0.035 -0.037 0.23
H -6.1665 0.2912 2.0197 -0.063 -0.091 0.092 0.21
H -5.1304 1.7279 1.9497 0.051 0.099 0.096 0.22
H -4.0353 1.1682 -1.5989 0.011 0.022 -0.064 0.22
H -5.2445 2.2728 -0.9443 -0.095 0.074 -0.016 0.22
H -3.6681 2.1359 -0.1565 -0.071 0.090 0.026 0.22